1.
The following is a DFT calculation (ωB97M-V/def2-TZVPD) of a molecular structure, C2H3N3O2 in a non-equilibrium geometry.

```
! wB97M-V def2-TZVPD RIJCOSX def2/J DEFGRID3
* xyz 0 1
C 0.8493 1.1148 0.0506
O -2.6295 -0.1897 -0.3371
N 1.8386 0.3963 -0.3122
H -2.2453 -1.2315 0.1541
H 1.1347 2.2302 0.3346
C -0.4771 0.3975 0.1020
N 1.2316 -0.8121 -0.3580
N -1.6548 0.7561 -0.0342
O 0.0129 -0.9492 0.3500
H 1.9396 -1.7123 0.0502
*
```

The orbital gap comes out at 9.42 eV.

Here are the Löwdin charges for atoms 1 to 4, given in e: -0.11, -0.10, 0.05, 0.24

=====

2.
The following is a DFT calculation (ωB97M-V/def2-TZVPD) of a single C4H7NO molecule.

```
! wB97M-V def2-TZVPD RIJCOSX def2/J DEFGRID3
* xyz 0 1
C -0.1818 1.2368 0.2528
H 0.0455 -1.0398 -1.8106
N 0.8787 0.7597 -0.6812
H -1.9263 0.2858 -0.6000
C 1.3639 -0.4705 -0.0746
H 1.3272 -0.5597 1.0127
H 0.1823 1.4238 1.2684
H 2.2734 -0.8499 -0.5327
O -1.5463 -0.8941 0.9738
C 0.1092 -0.5129 -0.8618
H -0.6351 2.1488 -0.1448
C -1.0569 -0.0303 -0.0199
H -0.8338 -1.4977 1.2180
*
```

The orbital gap comes out at 10.47 eV. As for the SMILES: O[C@H]1CN2C[C@@H]12.

Here are the Löwdin charges for atoms 1 to 4, given in e: -0.11, 0.13, -0.03, 0.14

=====

3.
The following is a DFT calculation (ωB97M-V/def2-TZVPD) of 4 unconnected molecules or ions with the total composition C43H89ClN2O14PS in a non-equilibrium geometry.

```
! wB97M-V def2-TZVPD RIJCOSX def2/J DEFGRID3
* xyz 1 1
H 4.0508 -7.1740 -1.5692
H -3.6553 4.5400 -1.7264
H 1.8314 -2.6079 2.1790
H 0.8925 6.4839 10.1644
H -0.1023 5.0327 5.2607
H 5.2461 -0.7616 -1.7714
H -3.0385 -3.9873 -3.3489
H -4.8346 -1.0331 -1.6321
C 3.7982 -0.3869 2.4297
H -1.5588 3.3007 -4.7608
C 4.6655 -2.6011 1.6298
C -1.8342 6.7168 8.3714
H -0.6520 5.6218 -6.8710
H -2.9963 3.7538 -6.6273
C 1.5908 -2.3001 3.1941
H -2.2636 7.1590 -5.5301
O 3.9044 3.9083 1.5999
H 4.7789 3.1683 -0.8198
H -6.6638 -3.7484 -2.9236
C -0.6031 4.8277 6.2104
O 1.7171 3.3219 0.5610
H -2.2203 5.9602 -7.5267
H -1.1041 0.9044 7.2322
H 2.0565 -10.1156 -4.1857
H -2.6191 -2.7972 -1.0927
H 3.5440 -7.4896 2.6129
H -1.5411 -2.4312 -2.4376
H 5.0510 -2.7287 2.6340
C 4.7171 -1.4123 -1.0783
C -1.7532 1.6702 7.6707
H 3.7021 -2.6983 -2.4836
H 2.0142 -0.2513 -1.9561
C 2.7519 -0.7787 -2.5622
H -4.9197 4.5012 -2.9349
C 0.6990 -0.6964 -4.0453
O -2.7858 -0.9233 -1.9930
H 0.1657 -1.2788 -4.7948
H 3.1548 1.5913 2.8366
H -6.0316 6.4035 -1.9028
H 1.2037 -7.3718 -1.1213
C -5.1646 6.0084 -1.3766
H 1.1531 -10.4915 -2.7036
O -1.7852 5.6112 6.1784
C 3.4548 -6.7366 -2.3720
H -1.6395 3.6248 -7.7773
C 0.6976 0.7886 -4.4662
C -3.9466 -0.5040 -1.2837
H -5.5100 5.3963 -0.5431
H 1.1334 -0.2125 2.8674
C -4.3088 5.1705 -2.3331
C 2.9164 -7.8019 -3.2997
H -3.2817 4.4623 -4.5670
H 0.0654 5.1486 7.0118
H -1.7070 3.0841 5.6246
H -2.8029 -0.2520 0.5126
H -3.5884 -2.3969 -3.9611
H 0.2902 0.0704 -6.4627
H 0.5735 7.6699 8.8844
H -0.0852 3.5587 -5.7261
H -2.6614 4.7811 7.8771
H 1.7034 1.1786 -4.2944
H -4.2340 5.8276 -5.1959
C 4.2603 -1.1977 1.4002
C 2.3114 -6.4997 0.5187
H 0.7952 -5.7039 -0.7297
C -5.7295 -3.5587 -3.4475
H -4.5915 6.8308 -0.9546
C -1.7208 5.4532 -6.7031
O 2.3665 -8.8718 -2.5534
C -2.0800 6.0971 -5.3504
C -3.3282 5.5445 -4.6610
H -2.4192 -1.9800 1.9907
O 3.1270 -7.6513 0.5885
C 0.1088 7.0328 9.6459
H -0.4245 7.6579 10.3708
O -0.8018 -2.1361 5.1545
H -2.7166 1.6782 7.1488
C 3.6237 -0.8241 3.8603
O 3.8391 3.4081 -0.8576
O -4.0061 -1.9280 0.6633
H 4.6302 -8.5083 1.6438
N 3.6301 1.4115 0.8610
C -3.4025 6.0683 -3.2095
H -4.0710 0.5507 -1.5389
O 2.4481 -5.8705 -1.8537
C -3.4791 -3.0207 -3.0655
H 3.4970 -0.0295 -2.8314
H 2.4998 -2.1405 5.1187
C 1.6244 -6.4093 -0.8274
P 3.2596 3.1206 0.5738
H 3.4765 -2.9802 3.9523
O -1.3032 0.0920 4.3888
H 4.1142 -6.0892 -2.9550
H 1.5503 -6.5687 1.3094
H 2.7348 -2.2735 -1.0282
H -0.1578 -1.3715 2.4225
C 3.4392 -1.9153 -1.7803
C -1.9323 3.9361 -6.7760
H 3.1092 -0.0082 4.3702
C -3.8035 -0.5974 0.2197
C 1.5169 -9.6845 -3.3356
H 1.0162 1.6574 -6.4383
H -3.4606 6.1629 7.1341
H -5.8742 -2.7090 -4.1241
H 4.6172 -0.8505 4.3103
H 4.7438 -6.7431 1.5075
H 1.0294 -3.1349 3.6173
H -1.9269 1.4306 8.7181
H 2.0520 -2.3579 -3.8153
C 0.6041 -1.1161 3.1545
S -0.3226 -0.8958 4.6621
H 1.2870 2.9695 -0.2377
C -1.1066 3.1727 -5.7421
H -1.4751 7.5941 7.8201
O -4.7443 -3.2652 -2.4799
H 5.4042 -2.2094 -0.8256
H -1.2201 6.0671 -4.6826
C 3.5109 0.9099 2.0698
H 2.1533 -7.3641 -3.9546
H 0.6571 -9.1103 -3.6991
Cl 0.9452 -0.0935 6.0560
H -1.8255 1.1484 -5.4692
H -3.7164 -3.1661 2.2423
H -4.5586 0.0429 0.6951
O -0.7571 6.0925 9.0510
H -3.9887 -1.4678 2.6858
H -2.3907 5.9713 -2.8159
O -1.1440 2.9423 7.6116
C 4.3160 -0.5838 0.1133
H 0.0106 1.3254 -3.8099
C 2.1068 -1.2700 -3.8783
H 3.8124 -3.2708 1.5224
H 2.7229 -1.0009 -4.7362
H -5.4595 -4.4487 -4.0265
H 5.4454 -2.9264 0.9527
C -3.5070 -2.1355 1.9634
C -1.0851 1.6623 -6.0850
H 3.7374 -8.1942 -3.9154
H 2.9196 -5.5964 0.6791
C -0.8648 3.3382 6.2795
C -2.5679 -2.3274 -2.0771
H 0.0314 2.7977 5.9406
C 2.8284 -2.1228 4.0840
C 0.2898 1.0230 -5.9281
H -3.6974 7.1144 -3.1714
H -1.4086 1.5462 -7.1194
C 4.0540 -7.5861 1.6472
C -2.4874 5.7511 7.4085
H 0.2184 -0.8122 -3.0732
H -2.5731 7.0379 9.1183
N 4.0231 0.6604 -0.1680
*
```

The orbital gap comes out at 5.70 eV.

Here are the Löwdin charges for atoms 1 to 4, given in e: 0.12, 0.09, 0.10, 0.09

=====

4.
The following is a DFT calculation (ωB97M-V/def2-TZVPD) of a molecular structure, C36H37NP2SV in a non-equilibrium geometry.

```
! wB97M-V def2-TZVPD RIJCOSX def2/J DEFGRID3
* xyz 0 4
P -1.9739 -2.2722 -1.2963
C 3.6165 3.0966 3.5566
H -0.5654 -2.2287 -3.3879
C 5.5396 1.3800 3.5022
P -2.4198 0.6516 -1.8119
H 1.1685 4.4579 0.4694
C 3.0108 2.7636 2.3300
C -5.6213 2.6654 -3.3786
H -1.7944 -5.3003 -1.3411
C -0.6493 -3.1784 -0.4293
H -4.9750 1.9011 -1.4614
C 0.0245 -4.3499 1.5846
C 3.5749 0.4592 1.2813
H -5.4763 -3.9587 -4.4079
H -3.7950 2.5398 -6.2548
C -0.4530 4.2178 -0.9505
H -3.0822 -7.0243 -2.5669
H -0.2136 -4.7344 2.5768
H 1.0782 2.0555 1.1969
H -6.0158 3.3043 -5.4112
C -1.3659 3.3293 -1.5315
C 3.7108 -0.1946 2.6245
H 3.1422 3.8843 4.1583
C 3.7072 2.0015 1.2351
C 3.1682 1.4443 6.6581
C 0.4901 1.2869 3.8553
C 1.3010 -4.5396 1.0370
C 1.5995 -4.0426 -0.2357
H -0.4321 5.2633 -1.2600
C -1.3617 1.9823 -1.1401
H -2.0658 3.6807 -2.2903
H 2.5900 -4.1913 -0.6667
H -2.1952 1.4226 -4.7313
H 0.2353 0.2768 4.2226
H 3.2578 -1.1916 2.7193
H 5.1900 2.9631 4.9694
H 4.7643 2.3015 1.1422
H -6.5796 3.0217 -2.9988
C -2.6018 -4.9967 -2.0064
C -3.3278 -5.9723 -2.7025
C -0.4715 1.5338 -0.1487
N 2.7932 1.3187 5.5182
C -1.1149 -1.5599 -2.7155
H -4.9327 -6.3712 -4.0942
H -0.0389 1.5123 2.9252
H 2.1371 3.3623 2.0582
H 2.5970 0.1683 0.8605
H -1.9436 -3.4954 1.2804
C -5.3000 2.8339 -4.7320
C -3.9485 -3.2694 -3.0451
H 6.3960 1.1941 4.1747
H 0.2541 2.0360 4.6302
C -2.9006 -3.6371 -2.1769
H -0.4586 0.4854 0.1612
H 4.8050 -0.4680 4.4469
C -0.9495 -3.6623 0.8619
V 2.4582 1.1996 3.7298
C 0.4435 3.7726 0.0247
H -0.7347 0.3665 -3.6620
C 4.5821 0.2420 3.6395
H 4.3213 0.0661 0.5687
C 5.0379 2.8023 3.8871
C -3.1550 1.7623 -4.3465
H -4.1886 -2.2124 -3.1855
C 0.6321 -3.3459 -0.9662
H 2.0660 -5.0685 1.6089
C -4.0602 2.3954 -5.2063
H 5.9730 1.4223 2.4892
C -4.7246 2.0362 -2.5151
C 0.4142 2.4318 0.4242
C -1.2677 -0.2182 -2.9065
H 5.7214 3.5271 3.4071
H 3.2611 2.2980 0.2705
C -4.6704 -4.2486 -3.7351
C -3.4871 1.5638 -3.0001
H 0.8722 -2.9386 -1.9481
C -4.3636 -5.6047 -3.5639
S 3.7408 1.5943 8.1222
*
```

The orbital gap (alpha / beta) comes out at 7.17 / 6.98 eV. The expectation value of S² is 3.78.

Here are the Löwdin charges for atoms 1 to 4, given in e: 0.98, -0.17, 0.08, -0.18

=====

5.
The following is a DFT calculation (ωB97M-V/def2-TZVPD) of a single C4H5NO2 molecule in a non-equilibrium geometry.

```
! wB97M-V def2-TZVPD RIJCOSX def2/J DEFGRID3
* xyz 0 1
C -1.6608 -0.8390 1.1210
H -2.1613 -1.2295 2.0090
O -2.2285 -0.8578 -0.0684
H 1.5910 1.3289 0.0748
C -0.0618 0.0089 -0.2095
N -1.0465 -0.1137 -1.0459
H 0.1160 -0.0628 2.0092
O 1.5934 0.7307 -1.9210
C 1.3683 0.4619 -0.5692
H 0.8272 1.2249 -2.2275
H 2.0764 -0.3328 -0.2996
C -0.4134 -0.3197 1.1272
*
```

The orbital gap comes out at 10.13 eV. As for the SMILES: OCc1ccon1.

Here are the Löwdin charges for atoms 1 to 4, given in e: -0.18, 0.13, -0.02, 0.13

=====

6.
The following is a DFT calculation (ωB97M-V/def2-TZVPD) of a molecular structure, C24H17HgN4O7P.

```
! wB97M-V def2-TZVPD RIJCOSX def2/J DEFGRID3
* xyz -1 2
C -3.1845 1.3416 2.8842
C -0.8391 -4.3952 -1.6736
C -2.5111 2.7254 4.6399
P -1.0087 -1.5722 -1.6200
C -0.5095 -3.3632 0.4633
O 1.0628 1.4896 1.5988
N 1.5960 0.0212 -1.4865
C -3.5676 -2.5140 -2.1778
H -5.6724 -2.2675 -4.8176
C -4.7181 -2.6611 -2.9336
C -0.7932 -3.2439 -0.8911
C -0.2779 -4.6109 1.0317
H 2.3272 -1.7921 -4.2226
H -5.5769 -3.1648 -2.5094
O -1.7690 0.5510 1.2548
N -2.8284 3.4864 5.8439
C 3.9395 0.2545 -2.0248
H 0.1796 -2.0309 -3.5553
C 1.4743 -0.8284 -2.5524
H -3.5369 -2.9059 -1.1680
H 4.8963 0.6929 -1.7740
H 4.6242 -0.8044 -3.8082
H -3.7150 -1.0770 -5.7494
H -0.6365 -6.5270 -1.7367
O -4.6848 1.0696 1.1507
C 3.7961 -0.5851 -3.1515
C -1.8824 1.2742 2.3119
C -0.3197 -5.7482 0.2414
N 0.1896 -1.3721 -2.7865
C 2.8683 0.5327 -1.2346
C -0.6013 -5.6407 -1.1160
H -4.5332 2.0201 4.4021
H -0.1357 -6.7205 0.6805
C 2.5130 -1.1323 -3.3818
N -4.2480 0.5948 2.1777
O -3.9831 3.4599 6.2481
H 2.9415 1.1698 -0.3642
O -4.6064 -0.4648 2.6585
C -2.5223 -1.3350 -3.9880
C -2.4486 -1.8654 -2.7045
H -0.0660 -4.6889 2.0899
H -1.6800 -0.7880 -4.3922
H -0.4817 -2.4758 1.0897
C -3.6755 -1.4895 -4.7494
C -1.2193 2.7113 4.1458
C 0.6213 2.0982 2.6419
C -3.5255 2.0213 4.0120
C -4.7727 -2.1540 -4.2266
O -1.9290 4.0911 6.4002
C -0.8669 2.0032 3.0059
Hg 0.0921 0.1962 0.0754
H -1.0756 -4.3175 -2.7298
O 1.3343 2.7553 3.3865
H -0.4375 3.2569 4.6523
*
```

The orbital gap (alpha / beta) comes out at 4.68 / 7.98 eV. The expectation value of S² is 0.77.

Here are the Löwdin charges for atoms 1 to 4, given in e: -0.09, -0.10, -0.15, 0.96